1.
ORCA calculation (ωB97M-V/def2-TZVPD) on a molecular structure, C49H42AsBN5O2V at a distorted geometry.

**Multiplicity**: 3
**Energy above the lowest of the compared OMol25 structures with the same formula, charge and spin**: 14.7 kcal/mol
**Net charge**: -2
**HOMO energy (spin up / spin down)**: -0.00381 / -0.00587 hartree

Geometry as XYZ:
```
101
Properties=species:S:1:pos:R:3:forces:R:3
As 0.332 -1.130 2.058 0.24 0.03 0.39
V 1.150 0.645 -1.499 -1.03 1.82 0.43
O -1.690 2.760 -2.567 0.06 -0.10 -0.07
O -2.713 1.021 -1.513 0.05 -0.10 0.12
N 2.866 0.070 -0.679 0.08 -0.15 0.15
N 0.603 -1.112 -1.943 0.68 -0.08 -0.35
N 2.113 -2.213 -0.376 -0.43 -0.18 -0.11
N -0.393 -0.491 -4.082 -0.16 -0.20 0.28
N 1.114 1.269 -3.390 0.28 -0.12 -0.24
C 1.789 2.387 -3.768 -0.31 -0.17 -0.13
C -0.361 -4.375 4.562 0.02 0.08 -0.04
C 0.643 -4.732 -1.839 0.10 0.19 0.11
C -0.562 -0.724 3.764 -0.17 -0.13 -0.08
C 3.634 1.099 3.423 0.03 0.08 -0.05
C 5.071 0.639 0.091 0.01 0.09 0.01
C -0.846 -3.693 -4.014 0.02 0.20 0.03
C 0.733 -5.330 2.638 0.02 -0.06 -0.01
C -3.213 3.228 -4.363 0.01 0.02 0.05
C -0.289 1.700 -0.686 0.17 -0.02 -0.09
C -3.071 2.871 -2.892 -0.05 0.01 -0.07
C -0.276 -3.115 3.974 -0.08 0.15 0.03
C 3.885 -1.058 4.434 0.02 -0.04 0.04
C -5.029 1.501 -1.888 0.02 -0.01 -0.03
C 2.038 -0.637 2.945 -0.09 -0.24 -0.11
C 0.322 -2.971 2.714 -0.19 -0.03 -0.01
C -0.104 -1.400 -3.067 0.14 -0.04 -0.24
C 2.740 -1.494 3.787 0.04 -0.09 -0.05
C 1.071 -2.222 -1.312 0.30 -0.08 0.05
C 0.603 3.047 1.223 0.23 -0.03 -0.09
C 5.161 -0.646 0.711 0.04 0.06 0.05
C -0.821 3.942 2.962 0.03 0.02 0.00
C 2.947 -1.228 -0.170 0.40 -0.21 -0.12
C 3.916 0.935 -0.555 -0.10 -0.34 0.06
C -0.932 0.534 4.207 -0.09 -0.09 0.14
C -1.743 2.644 1.137 -0.14 -0.01 -0.11
C 0.146 -5.477 3.892 0.05 -0.03 -0.09
C -1.482 0.669 5.476 -0.01 0.04 0.01
C -3.630 4.003 -2.027 0.02 -0.03 -0.04
C 0.025 -5.561 -2.728 -0.13 -0.06 -0.15
C 2.493 0.658 2.768 0.15 0.02 0.06
C -1.904 3.373 2.295 -0.11 0.13 0.11
C -3.637 1.466 -2.506 -0.09 -0.01 -0.07
C 1.610 3.024 -4.955 -0.01 -0.03 0.03
C -1.671 -0.444 6.290 -0.03 0.09 0.02
C 0.529 -3.327 -1.992 -0.02 -0.12 0.11
C -0.751 -1.847 4.575 0.04 -0.17 -0.01
C 0.441 3.751 2.396 0.00 0.11 0.11
C -0.228 -2.803 -3.106 -0.10 0.04 -0.09
C -0.474 2.436 0.516 0.18 -0.06 0.17
C -1.310 -1.706 5.844 0.05 0.00 -0.16
C 0.195 0.665 -4.246 0.23 -0.14 -0.40
C -0.729 -5.040 -3.825 0.04 -0.19 0.06
C -3.612 0.465 -3.657 -0.01 0.00 0.04
C -0.055 1.369 -5.495 -0.11 -0.09 0.12
C 0.820 -4.077 2.041 -0.05 -0.05 0.13
C 4.336 0.243 4.255 0.10 0.02 0.07
C 0.626 2.485 -5.836 -0.01 0.02 -0.03
C 4.143 -1.522 0.607 -0.19 -0.11 0.00
B -1.528 1.755 -1.598 -0.04 0.20 0.14
H -3.542 3.767 -0.967 0.02 -0.03 0.03
H 1.223 -5.140 -1.019 0.03 -0.01 0.03
H -1.410 -3.295 -4.849 -0.01 0.03 -0.04
H -0.950 4.500 3.880 -0.01 0.02 0.02
H 0.082 -6.458 4.349 0.00 -0.01 -0.02
H -5.340 0.484 -1.647 0.01 -0.03 0.01
H -2.605 0.335 -4.053 0.04 0.03 -0.01
H 6.048 -0.913 1.274 0.02 -0.02 0.01
H 2.502 2.767 -3.040 -0.06 -0.03 -0.01
H 0.102 -6.636 -2.606 0.01 -0.04 0.00
H 0.427 2.969 -6.787 0.00 -0.01 0.00
H -3.932 -0.507 -3.280 0.01 -0.03 0.03
H -5.755 1.922 -2.587 -0.02 0.02 -0.05
H 4.181 -2.505 1.058 0.02 0.00 0.03
H -2.101 -0.327 7.279 0.01 0.02 -0.03
H 3.978 2.114 3.264 0.02 0.02 0.01
H 1.959 1.333 2.121 -0.08 0.08 -0.10
H -3.030 4.894 -2.213 0.01 0.04 -0.03
H 1.120 -6.198 2.118 -0.01 0.00 0.01
H -4.287 0.764 -4.462 -0.05 0.01 -0.01
H -0.801 1.403 3.577 0.04 0.10 -0.05
H -2.780 4.214 -4.535 0.01 0.04 0.01
H -2.905 3.483 2.706 0.00 0.00 0.01
H -1.766 1.654 5.829 -0.01 0.01 0.01
H -0.791 0.918 -6.149 0.00 0.03 -0.01
H -0.818 -4.500 5.538 -0.01 0.02 0.00
H 5.234 0.583 4.759 -0.01 0.00 -0.01
H -1.206 -5.729 -4.513 0.00 0.00 0.00
H 4.427 -1.739 5.082 0.00 0.01 -0.01
H 2.403 -2.514 3.931 0.02 0.04 0.02
H -5.045 2.086 -0.971 0.01 0.02 0.03
H 1.284 -3.937 1.073 0.04 0.00 -0.07
H -2.681 2.518 -4.992 0.03 -0.06 0.00
H 1.316 4.179 2.876 0.01 0.00 0.01
H -1.459 -2.569 6.483 0.01 -0.01 -0.01
H 3.774 1.906 -1.026 -0.04 -0.07 0.04
H -2.612 2.181 0.684 -0.04 -0.03 0.01
H 5.875 1.360 0.144 -0.02 -0.01 0.03
H -4.264 3.254 -4.660 -0.04 0.00 0.00
H 2.183 3.907 -5.202 -0.01 0.03 0.00
H 1.595 2.973 0.783 -0.03 0.00 0.01
H -4.673 4.223 -2.259 -0.06 0.00 -0.02
```
Positions in Å, forces in eV/Å.

2.
ORCA calculation (ωB97M-V/def2-TZVPD) on 4 unconnected molecules or ions with the total composition C31H64O16P4S at a distorted geometry.

**SMILES**: CCCOC1=CC(=O)C(CCCCO)=C([PH2]=S)C1=O.CCOP(=O)(OCC)OCC.CCOP(=O)(OCC)OCC.CCOP(=O)(OCC)OCC
**Net charge**: 0
**HOMO energy**: -0.32685 hartree

Geometry as XYZ:
```
116
Properties=species:S:1:pos:R:3:forces:R:3
S -2.862 -4.174 -1.244 0.32 0.49 0.09
P -2.703 -2.234 -1.300 -0.47 -0.72 -0.55
P 6.296 3.050 -0.829 -5.85 0.47 7.59
P -9.020 -5.921 -1.649 0.61 8.69 -4.04
P 4.352 1.131 6.101 -1.91 7.24 6.03
O 7.143 4.431 -0.223 1.49 -1.33 -3.49
O 6.530 2.372 0.657 0.68 -0.40 -0.30
O -0.290 3.338 -3.091 0.60 -2.90 0.80
O 4.454 1.299 7.755 -0.09 -1.33 -0.52
O -1.725 -3.747 -4.337 0.50 8.36 1.17
O -8.067 -4.668 -1.156 0.26 -0.40 0.75
O 5.538 1.813 -1.371 3.48 1.08 -3.00
O -10.223 -5.463 -0.788 0.95 -4.55 0.94
O -7.677 -6.433 -2.611 -1.47 -2.96 2.35
O 4.885 3.887 -0.541 0.74 0.50 -1.01
O 0.576 -2.296 -5.778 -2.20 1.85 2.64
O 5.785 1.677 5.884 -0.56 -3.97 -2.55
O -3.230 1.129 -5.713 4.46 -4.39 5.27
O 3.643 2.570 5.715 0.00 -0.18 -0.86
O 2.752 0.521 6.344 2.10 -2.29 -2.43
O -9.662 -5.262 -3.037 0.06 -1.40 0.03
C -2.486 3.295 -1.761 -0.22 -0.06 -0.87
C -2.770 -0.104 -3.398 1.04 -3.86 1.12
C -6.640 -5.899 0.386 0.15 -0.07 -0.03
C 7.490 1.335 0.777 0.23 -0.36 0.27
C -0.959 2.718 -1.915 0.31 1.32 1.71
C -1.033 -0.204 -5.597 0.78 -4.17 1.51
C 6.707 5.215 0.889 -0.27 0.74 0.77
C -7.544 -4.702 0.162 0.22 0.15 0.31
C 2.862 1.986 3.483 -0.14 -0.05 -0.07
C 1.835 1.037 7.311 -0.72 0.20 0.72
C 3.627 2.965 4.353 -0.08 0.29 -0.32
C 1.144 2.337 6.917 0.54 0.32 -0.05
C -7.094 -5.651 -3.656 0.46 0.51 -0.92
C 2.321 -0.845 -4.492 0.44 -0.67 0.37
C 5.655 0.884 8.395 0.54 0.20 0.26
C -1.620 -2.420 -4.195 0.40 -5.19 -0.98
C -11.818 -4.189 -2.980 -0.09 0.26 -0.03
C 8.886 1.804 0.415 0.12 0.07 0.04
C -2.455 0.372 -4.934 -1.70 2.24 -3.81
C 3.872 3.851 -1.539 -0.49 -0.20 -0.15
C 6.490 2.100 8.764 0.07 0.23 0.13
C 2.761 2.905 -1.112 -0.15 -0.14 0.19
C -3.636 2.377 -2.530 -0.67 0.87 0.82
C -2.361 -1.516 -3.039 -0.44 3.91 -2.52
C -11.047 -5.461 -3.293 -0.52 0.27 0.03
C -6.172 -4.532 -3.188 -0.45 0.20 0.37
C -0.616 -1.608 -5.258 -1.26 3.31 -0.10
C -3.517 0.770 -2.230 -0.07 0.40 -0.50
C 1.605 -2.322 -4.694 1.17 0.32 0.49
C 3.051 -0.849 -2.997 -0.22 0.68 -0.90
C 6.980 4.603 2.258 -0.33 -0.50 -0.14
H 3.386 1.028 3.421 0.03 -0.04 -0.08
H -5.552 -4.182 -4.015 0.04 -0.22 -0.11
H -6.969 -3.783 0.302 -0.08 0.02 -0.15
H -8.364 -4.690 0.887 0.01 0.00 -0.04
H 1.166 -2.703 -3.668 0.58 0.78 -2.08
H -0.356 3.122 -0.967 -1.30 -1.00 -1.82
H 7.280 6.148 0.825 0.14 -0.24 -0.32
H 9.152 2.715 0.957 -0.05 -0.14 -0.02
H 1.059 0.269 7.409 0.26 -0.14 -0.29
H -11.434 -6.312 -2.718 0.05 0.28 -0.07
H 1.807 3.196 7.055 -0.13 -0.14 -0.10
H 3.947 -0.064 -3.032 -1.94 -1.83 0.37
H -6.142 -5.830 1.358 -0.11 -0.04 -0.08
H -11.163 -5.713 -4.354 0.16 0.04 0.13
H 4.289 3.561 -2.512 -0.14 -0.03 0.25
H -2.799 3.434 -0.625 0.89 -0.47 -2.37
H -7.215 -6.831 0.361 -0.02 -0.06 0.07
H 2.086 2.693 -1.946 0.07 0.07 0.11
H -2.921 0.646 -1.208 -1.23 0.07 -2.23
H 3.143 3.944 4.309 0.05 -0.03 0.17
H -5.519 -4.869 -2.379 -0.01 0.04 -0.19
H -3.968 -1.678 -0.828 1.22 0.24 -0.53
H 9.626 1.032 0.646 -0.10 0.05 -0.10
H 3.440 -1.927 -2.727 -0.73 2.26 -0.46
H -6.743 -3.670 -2.831 0.09 -0.14 0.01
H -4.673 2.726 -2.052 2.21 -0.78 -1.12
H 0.825 2.316 5.872 -0.03 -0.04 0.12
H 1.566 0.055 -4.510 1.31 -1.97 -0.13
H 2.230 -0.482 -2.229 1.88 -0.91 -1.37
H 4.653 3.089 3.991 -0.05 -0.03 0.02
H 7.193 0.481 0.160 0.00 0.05 0.01
H -4.610 0.334 -2.078 2.37 0.81 -0.40
H 0.477 2.694 -3.289 -1.79 1.70 0.28
H 6.253 3.821 2.496 0.21 0.09 -0.04
H -0.359 0.403 -6.336 -1.84 -1.06 1.46
H 2.288 1.121 8.302 0.16 0.05 -0.31
H 7.980 4.165 2.304 -0.07 0.11 0.02
H -11.519 -3.750 -2.022 -0.07 -0.34 -0.09
H 3.472 4.866 -1.652 0.15 -0.11 0.11
H 8.955 2.035 -0.653 0.06 -0.04 -0.07
H 6.894 5.363 3.036 0.05 0.18 -0.13
H 5.658 5.510 0.797 0.14 -0.29 -0.12
H 3.111 -0.699 -5.365 -1.68 -0.27 1.90
H 7.478 1.006 1.819 -0.15 0.11 -0.03
H 6.030 2.631 9.601 0.04 -0.08 0.01
H 7.502 1.806 9.055 -0.09 0.03 0.01
H -5.878 -5.972 -0.393 -0.07 0.09 0.11
H 2.180 3.351 -0.301 -0.04 0.05 -0.10
H -3.693 2.673 -3.660 0.26 -0.96 2.12
H 3.151 1.957 -0.725 0.11 0.16 -0.28
H 1.870 1.782 3.894 0.11 0.08 -0.02
H -0.860 1.552 -1.886 -0.41 2.07 -0.36
H -6.489 -6.356 -4.238 -0.15 -0.22 0.33
H -1.669 -1.698 -0.424 -0.77 0.08 -0.78
H 5.381 0.333 9.304 -0.11 0.09 -0.16
H -11.616 -3.431 -3.741 -0.05 -0.07 -0.02
H -2.516 4.371 -2.276 0.20 -2.33 1.23
H 0.270 2.507 7.548 -0.04 -0.23 0.05
H 6.556 2.821 7.942 0.03 -0.35 0.00
H -7.847 -5.271 -4.352 -0.06 -0.07 0.34
H -12.895 -4.379 -2.958 0.08 0.03 -0.03
H 2.745 2.380 2.469 0.12 -0.07 0.07
H 2.442 -3.106 -5.021 -2.03 1.76 0.54
H 6.221 0.191 7.759 -0.07 0.25 0.13
```
Positions in Å, forces in eV/Å.

- Which of these has the highest net charge?
  C31H64O16P4S